Entry 1:
One molecule with the formula C11H21NO, computed with wB97M-V/def2-TZVPD.

Structure (XYZ):
```
34
Properties=species:S:1:pos:R:3
O -2.08259 0.17753 -1.59081
N -2.39202 -0.64023 1.82644
C -0.59168 -1.01051 -0.17841
C 2.46493 -1.15713 0.59195
C -0.22032 1.77875 -0.39332
C 3.06256 0.19645 0.72349
C 1.99416 -1.51086 -0.88198
C -1.19573 1.22597 0.44812
C 0.71417 -0.50378 -0.88592
C 2.09944 1.29870 0.54584
C -2.98297 -0.56287 0.34117
C -1.70835 -0.02369 -0.32776
C 1.14510 0.96379 -0.52761
H -1.49022 -1.27015 1.78596
H 3.96871 0.13468 -0.09274
H 0.22096 2.59071 -0.13497
H -0.42528 -1.28555 0.92245
H -0.91808 0.78216 1.36482
H 1.18449 1.52807 1.25806
H -3.26328 -1.68795 0.05820
H -3.88281 0.02774 0.44243
H 0.50398 -0.29511 -1.96092
H 2.43016 2.32495 0.53736
H 1.66019 1.00272 -1.58918
H 3.32636 -1.90206 1.25742
H -0.83115 -2.07656 -0.59820
H -2.39483 0.23810 2.36011
H 1.54008 -1.07457 1.46070
H 1.67934 -2.72206 -0.81446
H -2.23977 -0.64202 -2.21370
H 2.48588 -1.34284 -1.70447
H -0.61578 1.92698 -1.39342
H -1.78008 2.22126 0.77937
H 3.55810 0.41382 1.48314
```

ΔE to the lowest compared entry with this formula, charge and spin ... 209.4 kcal/mol
E_HOMO ... -0.3021 Eh
Orbital gap ... 0.3280 Ha
SMILES string ... NC[C@@]1(O)CC[C@H]2CCCC[C@H]2C1
Lowest unoccupied orbital energy ... 0.70 eV

Entry 2:
C11H22AlBr2NO5P as an isolated structure, computed with wB97M-V/def2-TZVPD.

Structure (XYZ):
```
43
Properties=species:S:1:pos:R:3
Br 3.54786 -0.64800 0.21933
Br -0.85721 0.68771 0.54669
P -0.53160 -1.07024 -2.97523
Al 0.72775 -1.85983 -1.10016
O 0.39547 -6.21711 -1.76188
O 2.09214 -5.45106 -0.52538
O -0.87164 6.39911 1.14831
O -1.26450 4.28084 1.69725
O 0.82707 5.11494 1.88259
N -0.60869 -2.08749 -4.22066
C 2.09315 -3.21894 -1.67977
C -0.31853 5.24331 1.60598
C 2.63170 -4.10994 -0.55858
C -0.16249 -5.27502 0.35554
C -2.55382 4.89780 1.54641
C 1.64973 -0.26735 -0.15909
C -3.53545 3.92751 0.94420
C 0.77223 -5.64324 -0.76720
C 1.54782 1.27666 1.96982
C 0.94237 0.14295 1.13775
C -2.19807 6.09947 0.69948
H 2.63279 1.29277 1.85761
H -2.84419 6.95991 0.85345
H -0.01732 -2.88878 -4.01965
H -2.88155 5.21874 2.54051
H 1.31215 1.14179 3.03123
H 0.75912 -0.74106 1.75331
H 1.15031 2.25017 1.67361
H -2.15984 5.84718 -0.36317
H 2.94354 -2.61261 -2.02584
H 3.70846 -4.27957 -0.67830
H 1.66878 0.61946 -0.80600
H -0.15560 0.23677 -3.39355
H -4.50925 4.40508 0.82778
H -3.18633 3.58423 -0.02994
H -1.83746 -0.75810 -2.51335
H -1.05060 -4.80470 -0.07675
H -0.31798 -2.46136 -0.03608
H 2.50049 -3.64421 0.43144
H 1.79501 -3.82327 -2.54470
H -0.47468 -6.20883 0.83991
H 0.28804 -4.60917 1.08952
H -3.64920 3.05349 1.58357
```

E_HOMO ... -0.1707 Eh
Orbital gap ... 0.2512 Ha
Total charge ... -1
Lowest unoccupied orbital energy ... 2.19 eV

Entry 3:
One molecule with the formula C11H22B2, computed with wB97M-V/def2-TZVPD.

Structure (XYZ):
```
35
Properties=species:S:1:pos:R:3
C -0.23715 -0.72919 -2.96313
C 2.00003 1.74790 1.26557
C -2.13895 -0.77766 -1.10748
C 0.58676 -0.37422 1.05994
C -0.38807 2.42183 -0.95138
C 1.45421 -1.19712 1.91313
C -1.60915 2.49804 1.47880
C 0.91457 -2.58517 1.41696
C 0.66307 -0.86254 -0.37585
C 0.76405 -2.39859 -0.12711
C 0.84177 1.14556 1.00646
B -0.43330 1.93267 0.56445
B -0.57672 -0.62394 -1.39534
H 0.64022 2.74497 -1.16406
H -0.47581 -0.35852 1.54366
H 1.54924 -0.57331 -0.96939
H 0.86440 -0.94019 -3.15951
H 2.42619 -1.01980 1.58374
H -1.87237 3.52177 1.22809
H -0.60029 1.51721 -1.59357
H -2.61268 -1.11468 -2.04160
H -2.56968 0.17517 -0.77789
H -0.12510 -2.89585 -0.50372
H -2.50333 1.92603 1.09749
H 2.88014 1.36711 1.75468
H 1.60379 -3.47582 1.55875
H -0.02482 -2.75442 1.96710
H -0.81251 -1.27721 -3.59197
H -1.55045 2.21279 2.54012
H -0.35942 0.31389 -3.28726
H 1.50814 -1.25511 3.05893
H -1.13016 3.19973 -1.15714
H 1.56355 -2.77955 -0.73993
H 2.05619 2.84668 1.19818
H -2.29635 -1.57847 -0.32975
```

ΔE to the lowest compared entry with this formula, charge and spin ... 0.0 kcal/mol
E_HOMO ... -0.3322 Eh
Orbital gap ... 0.3557 Ha
SMILES string ... C=C(B(C)C)[C@@H]1CCC[C@H]1B(C)C
Lowest unoccupied orbital energy ... 0.64 eV

Please write out number 1 again, unchanged.
One molecule with the formula C11H21NO, computed with wB97M-V/def2-TZVPD.

Structure (XYZ):
```
34
Properties=species:S:1:pos:R:3
O -2.08259 0.17753 -1.59081
N -2.39202 -0.64023 1.82644
C -0.59168 -1.01051 -0.17841
C 2.46493 -1.15713 0.59195
C -0.22032 1.77875 -0.39332
C 3.06256 0.19645 0.72349
C 1.99416 -1.51086 -0.88198
C -1.19573 1.22597 0.44812
C 0.71417 -0.50378 -0.88592
C 2.09944 1.29870 0.54584
C -2.98297 -0.56287 0.34117
C -1.70835 -0.02369 -0.32776
C 1.14510 0.96379 -0.52761
H -1.49022 -1.27015 1.78596
H 3.96871 0.13468 -0.09274
H 0.22096 2.59071 -0.13497
H -0.42528 -1.28555 0.92245
H -0.91808 0.78216 1.36482
H 1.18449 1.52807 1.25806
H -3.26328 -1.68795 0.05820
H -3.88281 0.02774 0.44243
H 0.50398 -0.29511 -1.96092
H 2.43016 2.32495 0.53736
H 1.66019 1.00272 -1.58918
H 3.32636 -1.90206 1.25742
H -0.83115 -2.07656 -0.59820
H -2.39483 0.23810 2.36011
H 1.54008 -1.07457 1.46070
H 1.67934 -2.72206 -0.81446
H -2.23977 -0.64202 -2.21370
H 2.48588 -1.34284 -1.70447
H -0.61578 1.92698 -1.39342
H -1.78008 2.22126 0.77937
H 3.55810 0.41382 1.48314
```

ΔE to the lowest compared entry with this formula, charge and spin ... 209.4 kcal/mol
E_HOMO ... -0.3021 Eh
Orbital gap ... 0.3280 Ha
SMILES string ... NC[C@@]1(O)CC[C@H]2CCCC[C@H]2C1
Lowest unoccupied orbital energy ... 0.70 eV

Question: Look up the lowest unoccupied orbital energy of the third one.
Answer: 0.64 eV

Question: Among the records above, which one has the lowest orbital gap?
Answer: C11H22AlBr2NO5P